Record 1
The following is a DFT calculation (ωB97M-V/def2-TZVPD) of a 5-piece molecular cluster, C14H24N2O4 overall in a non-equilibrium geometry.

Summary:
Orbital gap   0.3097 Ha
SMILES   c1cc[nH]c1.c1cc[nH]c1.O=C1CCCO1.CO.CO
Total charge   0
HOMO   -8.13 eV
LUMO energy   0.29 eV

Structure (XYZ):
```
44
Properties=species:S:1:pos:R:3:nbo_charge:R:1
O 4.870 8.864 22.646 -0.7252
O 2.966 15.385 13.509 -0.5089
O 9.133 10.476 19.716 -0.7332
O 5.193 15.432 14.075 -0.5415
N 14.546 13.157 21.025 -0.5153
N 6.257 15.803 21.938 -0.5158
C 1.836 16.275 13.517 -0.0688
C 4.145 15.985 13.962 0.7914
C 15.860 12.804 20.854 -0.0689
C 5.000 17.602 22.188 -0.3010
C 3.949 17.475 14.131 -0.5308
C 15.807 14.758 21.947 -0.3027
C 16.659 13.676 21.543 -0.3116
C 2.387 17.406 14.449 -0.4182
C 14.491 14.353 21.692 -0.0785
C 5.252 16.987 23.458 -0.3110
C 6.033 15.897 23.271 -0.0646
C 4.994 7.400 22.968 -0.2639
C 8.793 10.110 18.394 -0.2458
C 5.553 16.802 21.245 -0.0798
H 13.875 12.566 20.555 0.4166
H 9.720 9.963 17.839 0.1823
H 16.053 12.041 20.115 0.2046
H 4.989 17.299 24.458 0.2207
H 4.527 9.229 23.464 0.4638
H 4.460 18.046 14.906 0.2422
H 4.337 18.404 21.899 0.2230
H 2.190 17.004 15.443 0.2071
H 13.528 14.769 21.949 0.2107
H 1.011 15.828 14.071 0.1931
H 5.688 16.863 20.175 0.2104
H 17.729 13.644 21.401 0.2211
H 8.090 9.277 18.403 0.1685
H 4.116 18.053 13.223 0.2332
H 8.343 10.959 17.881 0.1610
H 5.765 6.781 22.509 0.1904
H 5.149 7.372 24.047 0.1664
H 6.939 15.211 21.487 0.4058
H 1.579 16.607 12.511 0.1847
H 6.437 15.113 23.895 0.2122
H 4.078 6.835 22.799 0.1685
H 8.430 10.968 20.147 0.4674
H 16.050 15.741 22.323 0.2239
H 1.976 18.405 14.303 0.2164
```

Record 2
The following is a DFT calculation (ωB97M-V/def2-TZVPD) of a 6-piece molecular cluster, C29H36Cl10F8O5S overall in a non-equilibrium geometry.

Summary:
Orbital gap   0.3214 Ha
SMILES   O=C1C=CC(=O)c2c(CCCF)c(C(F)(F)C(F)(F)C(F)(F)F)cc(CCCS(=O)(=O)O)c21.ClCCCl.ClCCCl.ClCCCl.ClCCCl.ClCCCl
Total charge   0
HOMO   -9.59 eV
LUMO energy   -0.84 eV

Structure (XYZ):
```
89
Properties=species:S:1:pos:R:3:mulliken_charge:R:1
Cl -4.551 -0.416 0.781 -0.1609
Cl -5.372 0.386 7.892 -0.1888
Cl 2.370 1.406 4.483 -0.2083
Cl -6.729 2.863 -4.750 -0.1723
Cl -5.616 3.769 8.223 -0.1911
Cl 4.739 -0.649 3.117 -0.1379
Cl -7.049 0.261 2.993 -0.1516
Cl -3.689 3.794 -5.966 -0.1860
Cl 5.000 3.538 7.300 -0.1944
Cl 1.938 2.485 8.369 -0.1661
S -3.939 -0.552 -3.429 1.2476
F 3.885 0.788 -4.368 -0.3021
F 3.626 -6.316 -5.254 -0.2428
F 3.986 -4.763 -2.079 -0.2606
F 3.065 -3.642 -5.026 -0.3358
F 4.790 -6.973 -3.584 -0.2804
F 2.453 -6.098 -2.779 -0.3217
F 5.327 -5.123 -4.522 -0.2245
F 1.297 -4.529 -4.149 -0.3219
O 0.371 1.029 -0.170 -0.6137
O 4.952 0.561 -1.802 -0.5300
O -3.171 -1.158 -4.487 -0.6954
O -4.114 0.988 -3.796 -0.3156
O -5.191 -1.226 -3.276 -0.6724
C 2.565 0.750 0.723 -0.2832
C 2.285 -2.791 -2.906 -0.0808
C -7.155 -0.766 1.539 -0.5266
C -5.877 4.392 -4.432 -0.4807
C -0.733 -1.559 -0.980 -1.0509
C 3.339 -5.156 -3.187 0.5452
C -1.692 -1.475 -2.212 -0.9597
C -6.368 1.490 6.910 -0.0653
C 2.999 -0.881 -1.658 0.4609
C 1.698 -0.746 -1.144 0.4455
C 4.953 0.496 4.472 -0.5714
C 2.680 4.079 8.651 -0.4391
C 1.414 0.408 -0.187 -0.0639
C 3.795 0.627 0.247 -0.7309
C 0.695 -1.622 -1.501 0.0410
C 3.298 -1.889 -2.561 0.6194
C 1.027 -2.644 -2.377 -0.2581
C -5.871 -1.509 1.274 -0.4395
C -2.974 -0.694 -1.890 -0.4206
C -5.082 4.857 -5.626 -0.4159
C 5.072 0.095 -4.656 -0.5772
C 2.494 -3.971 -3.839 0.6053
C 4.277 -5.879 -4.185 0.6306
C 4.016 0.127 -1.164 0.0739
C -5.707 2.830 6.711 -0.4180
C 4.776 -1.400 -4.589 -0.5382
C 3.720 0.608 5.331 -0.1389
C 4.701 -1.996 -3.158 -1.4769
C 3.527 4.528 7.486 -0.4402
H -7.336 1.590 7.396 0.3251
H -7.431 -0.132 0.700 0.3605
H 5.783 0.122 5.071 0.4000
H 3.939 1.212 6.210 0.0619
H 3.855 5.555 7.644 0.3528
H 3.860 -1.556 -5.167 0.3271
H -2.774 0.311 -1.497 0.5867
H -5.697 4.901 -6.522 0.3156
H -6.635 5.134 -4.183 0.3379
H -3.711 1.137 -4.668 0.2924
H -6.287 3.423 6.004 0.2823
H 0.238 -3.352 -2.623 0.6945
H -5.241 4.249 -3.562 0.3106
H -0.908 -2.517 -0.465 0.4278
H 5.575 -1.907 -5.154 0.4284
H -1.882 -2.460 -2.645 0.4764
H -4.681 5.852 -5.437 0.2935
H -6.017 -2.217 0.458 0.2922
H -6.519 1.007 5.945 -0.0611
H 2.414 1.101 1.742 0.1098
H 3.261 4.023 9.569 0.3093
H 1.865 4.785 8.805 0.2937
H 5.015 -3.046 -3.184 0.3084
H 4.656 0.876 0.861 0.6732
H 2.973 4.485 6.551 0.3002
H 3.375 -0.368 5.664 0.3159
H -0.909 -0.749 -0.275 0.5526
H 5.434 -1.502 -2.513 0.7871
H 5.239 1.459 4.056 0.2983
H 5.861 0.435 -3.981 0.2672
H -7.963 -1.476 1.711 0.3104
H -1.143 -0.920 -2.985 0.5149
H 5.325 0.365 -5.691 0.3674
H -5.540 -2.062 2.150 0.3568
H -4.698 2.722 6.320 0.3246
H -3.549 -1.220 -1.116 -0.0133
```

Record 3
The following is a DFT calculation (ωB97M-V/def2-TZVPD) of one molecule with the formula C19H26N2O4.

Summary:
Orbital gap   0.3320 Ha
SMILES   CCC(CC)COC(=O)C1=C(C)NC(=O)N[C@H]1c1ccc(OC)cc1
Total charge   0
HOMO   -8.36 eV
LUMO energy   0.68 eV
ΔE to the lowest compared entry with this formula, charge and spin   12.1 kcal per mole

Structure (XYZ):
```
51
Properties=species:S:1:pos:R:3:nbo_charge:R:1
O -3.106 -3.714 0.792 -0.6319
O 0.961 0.856 0.656 -0.5238
O 0.324 -0.507 -5.253 -0.4926
O -0.725 2.062 1.530 -0.6291
N -3.057 -1.478 1.144 -0.6272
N -1.140 -2.617 0.553 -0.6121
C 3.689 0.794 3.937 -0.6047
C -1.078 -0.216 0.939 -0.2625
C -3.162 0.831 1.885 -0.6530
C -0.307 1.014 1.087 0.7851
C 2.940 4.254 3.454 -0.5986
C 1.194 -0.829 -3.109 -0.2585
C 0.072 -0.720 -3.933 0.2978
C -0.213 -1.162 -1.188 -0.0696
C 1.049 -1.051 -1.757 -0.1732
C 1.815 1.989 0.758 -0.0626
C 3.284 3.400 2.239 -0.3965
C -0.385 -1.400 0.300 -0.0511
C -0.765 -0.393 -6.137 -0.2522
C -2.463 -2.688 0.803 0.7851
C 2.434 2.120 2.157 -0.2475
C -1.325 -1.050 -2.008 -0.2044
C -2.380 -0.297 1.304 0.3162
C -1.194 -0.834 -3.369 -0.2532
C 3.235 0.855 2.485 -0.3901
H -4.025 -1.539 1.425 0.4200
H 2.589 1.834 0.003 0.1889
H -0.329 -0.230 -7.121 0.2008
H 3.564 5.144 3.483 0.2069
H -0.718 -3.479 0.240 0.4145
H -2.083 -0.756 -3.975 0.2112
H -4.181 0.525 2.109 0.2040
H 2.607 -0.014 2.273 0.2043
H -1.365 -1.309 -6.155 0.1764
H -3.176 1.671 1.194 0.2547
H -2.315 -1.136 -1.585 0.2123
H 2.170 -0.737 -3.559 0.2234
H 4.105 0.801 1.825 0.1918
H 4.342 3.136 2.267 0.1986
H 4.202 -0.146 4.132 0.2103
H 1.237 2.889 0.524 0.2050
H 3.127 4.000 1.339 0.2007
H 1.925 -1.130 -1.130 0.2134
H 4.373 1.607 4.167 0.1997
H 1.899 4.567 3.411 0.2070
H -1.405 0.457 -5.880 0.1757
H -2.682 1.191 2.792 0.2564
H 3.092 3.698 4.376 0.2024
H 2.834 0.862 4.606 0.2029
H 1.603 2.197 2.866 0.2102
H 0.609 -1.524 0.750 0.2187
```

Record 4
The following is a DFT calculation (ωB97M-V/def2-TZVPD) of one molecule with the formula C3H5N3 in a non-equilibrium geometry.

Summary:
Orbital gap   0.3850 Ha
SMILES   [H]/N=C(\C#N)NC
Total charge   0
HOMO   -9.70 eV
LUMO energy   0.78 eV
ΔE to the lowest compared entry with this formula, charge and spin   17.9 kcal per mole

Structure (XYZ):
```
11
Properties=species:S:1:pos:R:3:nbo_charge:R:1
N 0.023 0.718 0.023 -0.5755
N -2.036 -0.474 2.507 -0.2715
N 0.046 -1.586 -0.042 -0.6745
C -0.363 -0.499 0.490 0.3297
C 0.926 0.776 -1.106 -0.4187
C -1.294 -0.451 1.620 0.2075
H 0.600 0.047 -1.851 0.2266
H -0.255 1.555 0.508 0.4086
H -0.367 -2.401 0.402 0.3583
H 1.953 0.520 -0.820 0.2022
H 0.907 1.778 -1.538 0.2073
```

Record 5
The following is a DFT calculation (ωB97M-V/def2-TZVPD) of one molecule with the formula C6H10O.

Summary:
Orbital gap   0.3127 Ha
Total charge   0
HOMO   -8.03 eV
LUMO energy   0.48 eV
ΔE to the lowest compared entry with this formula, charge and spin   100.5 kcal per mole

Structure (XYZ):
```
17
Properties=species:S:1:pos:R:3:nbo_charge:R:1
O 1.058 -0.321 0.832 -0.5072
C 0.280 1.382 -0.741 0.2204
C 0.005 -0.849 0.007 0.2299
C 0.131 2.578 0.107 -0.8045
C 1.412 -1.023 -0.364 -0.1176
C -0.774 0.320 -0.592 -0.5959
C -0.749 -2.032 0.564 -0.6253
H -1.537 -1.729 1.261 0.2160
H -1.632 0.555 0.065 0.1767
H 1.035 2.610 0.734 0.2823
H -1.209 -2.607 -0.248 0.2182
H 1.823 -0.412 -1.162 0.2203
H 1.894 -1.977 -0.166 0.1805
H -0.760 2.682 0.747 0.1764
H -1.163 0.063 -1.589 0.2452
H -0.052 -2.688 1.095 0.2252
H 0.238 3.450 -0.552 0.2595
```

The highest LUMO energy belongs to which entry? C3H5N3

orbital gap of number 1 (C14H24N2O4)? 0.3097 Ha

Among the records above, which one has the highest orbital gap? C3H5N3